Entry 1:
Here is the molecule CH2F3NO from the Open Molecules 2025 dataset. Energies are from ωB97M-V/def2-TZVPD.

Summary:
DFT total energy, Eh: -468.7905
2S+1: 1
SMILES: NOC(F)(F)F
Relative energy (zero: lowest compared OMol25 entry of this formula, charge and spin), kcal/mol: 33.3
LUMO energy, eV: 0.43
HOMO-LUMO gap, hartree: 0.4099

Geometry as XYZ:
```
8
Properties=species:S:1:pos:R:3:lowdin_charge:R:1
C 1.0733 -0.5053 0.0283 -0.654
N -1.7114 0.4603 -0.0858 0.112
O -0.3543 -0.2803 -0.3507 -0.129
F 1.1046 -1.6535 0.8174 0.107
F 1.6040 0.4360 0.6848 0.236
F 1.6273 -0.7288 -1.1562 0.178
H -1.6629 1.0096 0.7934 0.076
H -1.6806 1.2621 -0.7312 0.073
```

***

Entry 2:
Here is C34H33MoN5S4Sb as an isolated structure from the Open Molecules 2025 dataset. Energies are from ωB97M-V/def2-TZVPD.

Summary:
DFT total energy, Eh: -3490.5184
2S+1: 1
Total charge: -1
LUMO energy (spin up / spin down), eV: 1.95 / 1.95
HOMO-LUMO gap (spin up / spin down), hartree: 0.2244 / 0.2242

Geometry as XYZ:
```
78
Properties=species:S:1:pos:R:3:lowdin_charge:R:1
Mo 1.6195 0.5181 -0.7882 1.276
C 0.3520 3.1296 -1.7440 -0.188
N 1.5311 2.2921 -1.5816 -0.261
C 2.7680 2.8886 -2.0027 -0.594
C 3.9016 1.9574 -1.6509 -0.689
C 4.7518 2.0209 -2.9182 -0.477
C 4.9849 0.5808 -3.2319 -0.093
C 4.1409 -0.1548 -2.4951 -0.164
N 3.3201 0.6238 -1.6854 -0.308
C -0.1652 3.7735 -0.4773 -0.223
C 0.6993 4.1358 0.5506 -0.047
C 0.2071 4.7698 1.6814 -0.075
C -1.1495 5.0420 1.8044 -0.120
C -2.0198 4.6669 0.7900 -0.108
C -1.5250 4.0352 -0.3440 -0.074
H -0.4570 2.5487 -2.1999 0.109
H 0.5895 3.9195 -2.4679 0.125
H 2.8730 3.9089 -1.6261 0.084
H 5.6246 2.6667 -2.9140 0.103
H 5.7061 0.2041 -3.9397 0.094
H 4.0101 -1.2272 -2.5009 0.117
H 1.7606 3.9219 0.4897 0.022
H 0.8978 5.0400 2.4708 0.110
H -1.5288 5.5359 2.6913 0.095
H -3.0817 4.8622 0.8809 0.093
H -2.2050 3.7361 -1.1355 0.105
C -4.4351 -1.5033 2.0952 -0.038
C -3.8117 -2.8203 1.7301 -0.208
C -4.5305 -4.0067 1.8059 -0.049
C -3.9604 -5.2248 1.4655 -0.091
C -2.6359 -5.2700 1.0605 -0.085
C -1.8901 -4.1035 0.9973 -0.039
C -2.4765 -2.8786 1.3097 -0.202
N -1.7485 -1.6738 1.2653 0.135
C -0.8113 -1.2691 0.3353 -0.348
N -0.8643 -1.9565 -0.8229 0.141
C -0.2135 -1.7749 -2.0673 -0.212
C 0.8286 -0.8647 -2.2465 -0.180
C 1.2627 -0.7099 -3.5805 -0.135
C 0.7490 -1.4479 -4.6287 -0.094
C -0.2308 -2.4015 -4.3797 -0.069
C -0.7312 -2.5792 -3.1041 -0.230
C -1.8219 -3.5905 -2.8591 -0.055
N -0.0102 -0.2664 0.5962 -0.006
C -0.0908 0.2005 1.9555 -0.358
C -0.7240 1.4059 2.2178 -0.029
C -0.8196 1.8748 3.5209 -0.077
C -0.2737 1.1388 4.5586 -0.085
C 0.3596 -0.0663 4.2887 -0.047
C 0.4599 -0.5630 2.9952 -0.279
C 1.1441 -1.8739 2.7288 -0.048
H -5.5024 -1.6201 2.2762 0.076
H -4.2931 -0.7673 1.3017 0.087
H -3.9903 -1.0822 3.0014 0.087
H -5.5642 -3.9679 2.1292 0.108
H -4.5464 -6.1326 1.5225 0.099
H -2.1712 -6.2145 0.8090 0.104
H -0.8455 -4.1379 0.7151 0.119
H -1.8409 -1.0509 2.0537 0.132
H -1.6334 -2.6041 -0.8582 0.088
H 2.0264 0.0266 -3.7975 0.058
H 1.1179 -1.2913 -5.6351 0.098
H -0.6261 -3.0070 -5.1880 0.102
H -2.0440 -4.1314 -3.7777 0.075
H -2.7567 -3.1235 -2.5280 0.086
H -1.5444 -4.3328 -2.1044 0.076
H -1.1156 1.9868 1.3918 0.099
H -1.3004 2.8250 3.7098 0.094
H -0.3246 1.5060 5.5758 0.097
H 0.8030 -0.6344 5.0983 0.108
H 1.6319 -2.2345 3.6336 0.080
H 1.9062 -1.7587 1.9568 0.046
H 0.4378 -2.6423 2.4012 0.064
S 4.4115 4.3213 0.9871 -0.186
Sb 4.6852 2.1526 0.3863 0.251
S 2.7955 0.8462 1.2566 0.118
S 3.3079 2.8363 -3.8105 0.854
S 6.6457 1.0611 0.5995 -0.247
```

***

Entry 3:
Here is C8H22ClIrSiSm as an isolated structure from the Open Molecules 2025 dataset. Energies are from ωB97M-V/def2-TZVPD.

Summary:
DFT total energy, Eh: -1829.6473
2S+1: 11
LUMO energy (spin up / spin down), eV: -0.67 / -2.45
HOMO-LUMO gap (spin up / spin down), hartree: 0.2038 / 0.1726

Geometry as XYZ:
```
34
Properties=species:S:1:pos:R:3:lowdin_charge:R:1
Sm 0.0426 -1.0035 -2.8488 0.808
Cl 1.4402 -3.0366 -2.5664 -0.280
C 1.7602 0.4091 -3.7179 -0.122
C -1.0766 -1.2884 -4.9430 -0.354
H 1.6102 0.8429 -4.7228 0.023
H 1.5872 1.1854 -2.9337 0.006
H 2.7637 -0.0282 -3.6081 0.019
H -0.9683 -0.5198 -5.7196 -0.054
H -2.0953 -1.1964 -4.5071 -0.062
H -1.0012 -2.2796 -5.4197 -0.042
Ir -1.0594 0.4110 0.1743 1.036
C -2.3669 -1.1079 0.0653 -0.286
C -1.8558 2.0406 0.7038 -0.311
H -3.1694 -0.9148 -0.6764 0.020
H -1.9074 -2.0930 -0.1431 0.018
H -2.8354 -1.1257 1.0663 0.013
H -2.9492 2.1021 0.9246 -0.016
H -1.3946 3.0591 0.7535 -0.018
C 2.0970 -0.4392 3.4756 -0.181
Si 0.7927 0.2155 2.2557 0.374
C -0.8350 0.0928 3.1612 -0.194
C 1.2240 1.9632 1.7868 -0.198
C 0.6403 -0.6262 0.5434 -0.458
H 2.1383 0.2651 4.3230 0.034
H 3.1139 -0.5053 3.0607 0.032
H 1.8437 -1.4294 3.8849 0.031
H -0.8831 0.9304 3.8736 0.051
H -1.7225 0.1306 2.4975 -0.016
H -0.8532 -0.8524 3.7295 0.048
H 2.2311 2.0056 1.3612 0.044
H 0.5177 2.3910 1.0677 -0.021
H 1.2144 2.5594 2.7041 0.044
H 0.4628 -1.7220 0.5449 0.014
H 1.4932 -0.4353 -0.1509 -0.002
```

***

Entry 4:
Here is a 2-piece molecular cluster, C21H22F4N3 overall from the Open Molecules 2025 dataset. Energies are from ωB97M-V/def2-TZVPD.

Summary:
DFT total energy, Eh: -1376.8412
2S+1: 1
Relative energy (zero: lowest compared OMol25 entry of this formula, charge and spin), kcal/mol: 10.1
Total charge: +1
LUMO energy, eV: -6.32
HOMO-LUMO gap, hartree: 0.1607

Geometry as XYZ:
```
50
Properties=species:S:1:pos:R:3:lowdin_charge:R:1
C 0.1793 -2.9301 2.3330 -0.060
N -0.7647 -1.8392 2.4821 -0.104
C -0.8520 -1.2478 3.8059 -0.162
C -1.4568 0.1314 3.7182 -0.161
C -2.7543 0.0496 2.9945 -0.186
N -2.6593 -0.6922 1.7738 -0.050
C -3.9330 -0.6807 1.0789 -0.164
C -3.9162 -1.6341 -0.0922 -0.166
C -2.5165 -1.8080 -0.6740 -0.254
N -1.4840 -2.1470 0.2875 0.017
C -1.6494 -1.5652 1.4662 -0.320
H -0.0011 -3.4660 1.3908 0.069
H 1.2112 -2.5376 2.3150 0.078
H 0.1092 -3.6293 3.1852 0.099
H -1.4762 -1.8760 4.4738 0.137
H 0.1519 -1.2097 4.2474 0.129
H -1.6413 0.5259 4.7216 0.127
H -0.7583 0.8244 3.2453 0.125
H -3.4900 -0.4352 3.6487 0.134
H -3.1253 1.0468 2.7446 0.134
H -4.7458 -0.9272 1.7873 0.132
H -4.0901 0.3657 0.7623 0.130
H -4.3100 -2.6132 0.2131 0.117
H -4.6167 -1.2407 -0.8402 0.118
H -2.5097 -2.5766 -1.4662 0.097
H -2.2715 -0.8377 -1.1555 0.120
F 5.5802 -3.1014 -2.5020 0.071
C 4.4928 -2.8124 -1.7037 -0.194
C 4.6573 -1.8108 -0.7467 0.143
C 3.5218 -1.4765 -0.0064 -0.196
F 3.7019 -0.7142 1.1316 0.065
C 2.2542 -1.9353 -0.3117 0.083
C 2.0736 -2.9062 -1.3554 -0.140
C 0.7498 -3.2477 -1.7796 0.170
C 0.4464 -4.0696 -2.9307 -0.159
C -0.6322 -5.0209 -2.9097 0.082
C -0.7508 -5.9652 -3.9201 -0.209
F -1.8139 -6.8443 -3.9001 0.067
C 0.1583 -6.0731 -4.9626 0.120
C 1.1380 -5.0809 -5.0263 -0.202
F 2.1329 -5.2535 -5.9635 0.067
C 1.2248 -4.0254 -4.1289 0.057
C 3.2839 -3.4637 -1.9172 0.092
H 5.6155 -1.3355 -0.5714 0.155
H 1.3837 -1.5492 0.2306 0.128
H -0.0857 -2.8273 -1.2023 0.096
H -1.3133 -5.0517 -2.0579 0.140
H 0.1055 -6.8841 -5.6786 0.152
H 1.9352 -3.2090 -4.2791 0.142
H 3.2627 -4.3429 -2.5533 0.136
```